{"formula": "C7H13NO", "method": "ωB97M-V/def2-TZVPD", "smiles": "C=CC(N)C=C.C=CO", "total_charge": 0, "e_tot_ev": -11005.1494, "orbital_gap_ev": 9.751, "e_above_lowest_ev": 2.604, "elements": ["C", "C", "C", "N", "C", "C", "H", "H", "H", "H", "H", "H", "H", "H", "H", "C", "C", "O", "H", "H", "H", "H"], "coordinates": [[-2.0439, -1.3254, 0.1345], [-1.4515, -0.3605, 0.8083], [-1.0799, 0.9763, 0.2147], [-1.0121, 0.8913, -1.2316], [0.1391, 1.5465, 0.9078], [1.1811, 2.0991, 0.3126], [-2.2769, -1.2113, -0.9098], [-2.3123, -2.2591, 0.5993], [-1.2267, -0.4717, 1.8608], [-1.9107, 1.6699, 0.4507], [-0.2818, 0.2402, -1.5034], [-0.8093, 1.7988, -1.6305], [0.0979, 1.4969, 1.9878], [1.2613, 2.1794, -0.7609], [2.0040, 2.5076, 0.8730], [1.3236, -1.4508, -1.1786], [1.1790, -1.7487, 0.1015], [1.6757, -1.0478, 1.1426], [0.9013, -2.0732, -1.9412], [1.9000, -0.5971, -1.4993], [0.6342, -2.6164, 0.4385], [2.1079, -0.2439, 0.8231]]}

{"formula": "C80H81AsCsN5O4P2Si2", "method": "ωB97M-V/def2-TZVPD", "total_charge": -2, "e_tot_ev": -195639.1384, "orbital_gap_ev": 3.152, "e_above_lowest_ev": 0.000, "elements": ["Cs", "C", "O", "C", "N", "C", "C", "C", "C", "C", "C", "C", "C", "C", "C", "C", "C", "N", "C", "N", "C", "C", "O", "C", "C", "C", "C", "C", "C", "H", "H", "H", "H", "H", "H", "H", "H", "H", "H", "H", "H", "H", "H", "H", "H", "H", "H", "H", "C", "C", "C", "C", "C", "C", "N", "N", "Si", "C", "C", "C", "H", "H", "H", "H", "H", "H", "H", "H", "H", "H", "H", "H", "H", "H", "H", "O", "C", "C", "C", "C", "C", "C", "C", "P", "C", "C", "C", "C", "C", "C", "C", "C", "C", "C", "C", "C", "H", "H", "H", "H", "H", "H", "H", "H", "H", "H", "H", "H", "H", "H", "C", "C", "As", "C", "C", "C", "C", "C", "C", "C", "C", "C", "C", "C", "C", "P", "C", "C", "C", "C", "C", "C", "C", "C", "C", "C", "C", "C", "H", "H", "H", "H", "H", "H", "H", "H", "H", "H", "H", "H", "H", "H", "H", "H", "H", "H", "H", "H", "H", "H", "H", "H", "C", "Si", "C", "C", "O", "H", "H", "H", "H", "H", "H", "H", "H", "H"], "coordinates": [[-0.4929, -0.1512, -1.7107], [1.3518, 5.1207, -2.3799], [0.6818, 4.6331, -3.5386], [0.1193, 3.4329, -3.1911], [0.2233, 3.0821, -1.9801], [0.9533, 4.1181, -1.2639], [2.1635, 3.6388, -0.5004], [2.8002, 4.5359, 0.3556], [3.9618, 4.1701, 1.0178], [4.4927, 2.8978, 0.8384], [3.8547, 2.0028, -0.0048], [2.6967, 2.3695, -0.6763], [-0.5859, 2.7675, -4.2977], [-0.7182, 3.4842, -5.4921], [-1.3561, 2.8787, -6.5545], [-1.8669, 1.6086, -6.3922], [-1.7316, 0.9869, -5.1443], [-1.0877, 1.5503, -4.1284], [-2.4113, -0.3062, -4.9617], [-2.3785, -1.1111, -3.9907], [-3.3796, -2.1431, -4.2187], [-3.8222, -1.8912, -5.6839], [-3.2595, -0.6209, -6.0015], [-2.9448, -3.5739, -3.9972], [-3.7700, -4.5897, -4.4812], [-3.4145, -5.9206, -4.3338], [-2.2169, -6.2551, -3.7137], [-1.4012, -5.2520, -3.2158], [-1.7729, -3.9202, -3.3392], [1.0223, 6.1418, -2.1841], [2.4284, 5.1137, -2.5592], [0.2650, 4.5894, -0.5531], [2.3904, 5.5320, 0.4977], [4.4477, 4.8791, 1.6767], [5.4018, 2.6111, 1.3530], [4.2491, 1.0072, -0.1653], [2.2470, 1.6542, -1.3540], [-0.3260, 4.4860, -5.5615], [-1.4611, 3.3973, -7.4990], [-2.3775, 1.0951, -7.1906], [-4.2028, -1.9318, -3.5237], [-4.9023, -1.8441, -5.8182], [-3.4063, -2.6447, -6.3578], [-4.7008, -4.3356, -4.9786], [-4.0719, -6.6964, -4.7096], [-1.9238, -7.2937, -3.6232], [-0.4591, -5.4980, -2.7391], [-1.1453, -3.1515, -2.9232], [-2.9988, -3.2345, 0.1320], [-4.0591, -2.1674, 0.0066], [-5.3870, -2.4709, 0.2939], [-6.3260, -1.4435, 0.1636], [-5.9284, -0.2017, -0.2608], [-4.5505, 0.0492, -0.5719], [-3.6513, -0.9644, -0.3853], [-4.0796, 1.2054, -1.0177], [-4.8484, 2.5934, -1.5479], [-6.2093, 2.3944, -2.8833], [-5.7553, 3.6244, -0.2004], [-3.5384, 3.7004, -2.3618], [-3.0523, -3.7332, 1.1023], [-2.0118, -2.7912, 0.0136], [-3.1356, -3.9920, -0.6442], [-5.6809, -3.4643, 0.6100], [-7.3673, -1.6358, 0.4062], [-6.6346, 0.6129, -0.3744], [-6.9777, 1.6890, -2.5533], [-5.7841, 1.9989, -3.8116], [-6.7047, 3.3411, -3.1178], [-6.8370, 3.4646, -0.2451], [-5.5794, 4.7001, -0.3014], [-5.4190, 3.3280, 0.7965], [-3.3783, 3.3899, -3.3990], [-2.5798, 3.6070, -1.8463], [-3.8242, 4.7578, -2.3719], [0.6759, -1.6851, -4.0168], [1.2534, -2.5769, -3.4857], [1.6912, -3.7254, -3.0007], [2.1156, -4.7554, -3.9636], [2.6421, -5.9284, -3.5420], [2.8311, -6.2186, -2.1578], [2.4303, -5.2720, -1.2271], [1.8285, -4.0666, -1.5678], [1.2733, -2.9101, -0.2978], [0.3865, -4.0246, 0.8820], [0.2027, -3.6026, 2.2013], [-0.4733, -4.3945, 3.1162], [-1.0172, -5.6083, 2.7184], [-0.8845, -6.0154, 1.3998], [-0.1875, -5.2313, 0.4915], [2.8802, -2.6882, 0.5991], [3.7236, -1.7173, 0.0469], [4.9914, -1.5098, 0.5691], [5.4379, -2.2553, 1.6535], [4.6105, -3.2230, 2.2020], [3.3409, -3.4406, 1.6794], [1.9956, -4.5448, -5.0208], [2.9434, -6.6664, -4.2798], [3.2737, -7.1560, -1.8427], [2.5673, -5.4918, -0.1724], [0.6093, -2.6457, 2.5088], [-0.5785, -4.0644, 4.1406], [-1.5512, -6.2259, 3.4320], [-1.3182, -6.9556, 1.0782], [-0.0751, -5.5591, -0.5334], [3.3759, -1.1411, -0.8140], [5.6415, -0.7653, 0.1211], [6.4272, -2.0879, 2.0664], [4.9576, -3.8201, 3.0391], [2.7175, -4.2065, 2.1217], [1.0628, 1.6877, 2.5363], [0.8488, 2.4688, 3.8271], [2.4619, 3.4364, 4.4483], [1.8596, 3.5523, 6.3196], [2.5200, 2.9604, 7.3926], [2.0595, 3.1266, 8.6915], [0.9296, 3.8927, 8.9406], [0.2616, 4.4891, 7.8793], [0.7259, 4.3235, 6.5849], [3.7045, 1.9415, 4.6426], [3.2925, 0.6302, 4.8605], [4.2128, -0.4042, 4.9244], [5.5678, -0.1361, 4.7922], [5.9954, 1.1702, 4.6012], [5.0671, 2.1976, 4.5184], [-0.4390, 0.9209, 1.7250], [-1.6332, 2.3019, 1.9585], [-1.8111, 3.1610, 0.8770], [-2.6113, 4.2880, 0.9938], [-3.2657, 4.5541, 2.1864], [-3.1216, 3.6854, 3.2605], [-2.3081, 2.5675, 3.1494], [-1.0811, -0.2046, 3.0186], [-2.3491, -0.7361, 2.7631], [-2.9481, -1.5986, 3.6647], [-2.2922, -1.9388, 4.8416], [-1.0232, -1.4391, 5.0907], [-0.4141, -0.5899, 4.1754], [1.7755, 0.8709, 2.6857], [1.4969, 2.3273, 1.7642], [0.4871, 1.8266, 4.6328], [0.0941, 3.2424, 3.6821], [3.4006, 2.3559, 7.2100], [2.5806, 2.6511, 9.5141], [0.5710, 4.0227, 9.9542], [-0.6247, 5.0840, 8.0649], [0.1978, 4.7905, 5.7594], [2.2375, 0.4134, 4.9828], [3.8734, -1.4231, 5.0635], [6.2874, -0.9442, 4.8257], [7.0523, 1.3849, 4.4995], [5.3953, 3.2174, 4.3445], [-1.3380, 2.9151, -0.0678], [-2.7459, 4.9466, 0.1434], [-3.9057, 5.4239, 2.2745], [-3.6440, 3.8810, 4.1899], [-2.2024, 1.9023, 3.9975], [-2.8602, -0.4681, 1.8433], [-3.9254, -2.0094, 3.4405], [-2.7584, -2.6118, 5.5514], [-0.4983, -1.7196, 5.9969], [0.5861, -0.2248, 4.3780], [3.4755, -0.6679, -5.1751], [3.5907, 0.2874, -3.5292], [5.4466, 0.1458, -3.0541], [3.4459, 2.1360, -4.0352], [2.5939, -0.1816, -2.4133], [4.2011, -0.3211, -5.9193], [2.4736, -0.5711, -5.6023], [3.6520, -1.7335, -4.9992], [6.1005, 0.3912, -3.8977], [5.6900, -0.8694, -2.7252], [5.6961, 0.8296, -2.2341], [4.0991, 2.4023, -4.8724], [3.7094, 2.7804, -3.1911], [2.4179, 2.3778, -4.3286]]}

Repeat the first record exactly.
{"formula": "C7H13NO", "method": "ωB97M-V/def2-TZVPD", "smiles": "C=CC(N)C=C.C=CO", "total_charge": 0, "e_tot_ev": -11005.1494, "orbital_gap_ev": 9.751, "e_above_lowest_ev": 2.604, "elements": ["C", "C", "C", "N", "C", "C", "H", "H", "H", "H", "H", "H", "H", "H", "H", "C", "C", "O", "H", "H", "H", "H"], "coordinates": [[-2.0439, -1.3254, 0.1345], [-1.4515, -0.3605, 0.8083], [-1.0799, 0.9763, 0.2147], [-1.0121, 0.8913, -1.2316], [0.1391, 1.5465, 0.9078], [1.1811, 2.0991, 0.3126], [-2.2769, -1.2113, -0.9098], [-2.3123, -2.2591, 0.5993], [-1.2267, -0.4717, 1.8608], [-1.9107, 1.6699, 0.4507], [-0.2818, 0.2402, -1.5034], [-0.8093, 1.7988, -1.6305], [0.0979, 1.4969, 1.9878], [1.2613, 2.1794, -0.7609], [2.0040, 2.5076, 0.8730], [1.3236, -1.4508, -1.1786], [1.1790, -1.7487, 0.1015], [1.6757, -1.0478, 1.1426], [0.9013, -2.0732, -1.9412], [1.9000, -0.5971, -1.4993], [0.6342, -2.6164, 0.4385], [2.1079, -0.2439, 0.8231]]}